1.
C21H30ClN3O3S | wB97M-V/def2-TZVPD

Computed properties:
Kohn-Sham gap = 0.343 hartree
HOMO level = -8.6 eV
DFT total energy = -2066.6556 Ha
ΔE to the lowest compared entry with this formula, charge and spin = 0.1170 eV

Geometry as XYZ:
```
59
C21H30ClN3O3S, DFT wB97M-V/def2-TZVPD
C -4.040 -2.819 -0.972
C -2.715 -2.120 -0.705
C -2.771 -0.616 -0.998
C -1.365 -0.029 -0.861
O -0.513 -0.358 -1.673
N -1.124 0.802 0.173
C 0.234 1.271 0.430
C 0.471 2.557 -0.360
C 1.899 3.112 -0.389
C 2.999 2.074 -0.653
C 3.689 1.524 0.595
N 2.835 0.784 1.515
C 2.815 -0.568 1.624
O 2.106 -1.146 2.428
C 3.670 -1.340 0.661
S 3.050 -1.856 -0.855
C 4.521 -2.651 -1.273
C 4.661 -3.374 -2.574
C 5.443 -2.522 -0.284
C 4.946 -1.768 0.817
Cl 5.898 -1.398 2.209
C 1.906 1.523 2.361
C 0.441 1.356 1.936
N -3.831 0.079 -0.271
C -4.981 0.603 -0.998
C -5.806 1.301 0.089
C -5.429 0.546 1.365
C -4.045 0.001 1.069
O -3.241 -0.422 1.883
H -3.950 -3.891 -0.795
H -4.831 -2.449 -0.316
H -4.363 -2.677 -2.006
H -2.412 -2.270 0.332
H -1.928 -2.532 -1.337
H -3.016 -0.481 -2.053
H -1.780 0.794 0.940
H 0.895 0.499 0.029
H 0.168 2.343 -1.388
H -0.214 3.326 0.013
H 1.928 3.862 -1.181
H 2.124 3.659 0.531
H 2.604 1.248 -1.252
H 3.789 2.534 -1.254
H 4.510 0.876 0.296
H 4.131 2.353 1.156
H 5.659 -3.801 -2.652
H 3.937 -4.185 -2.658
H 4.511 -2.704 -3.422
H 6.437 -2.943 -0.322
H 2.010 1.171 3.387
H 2.213 2.567 2.335
H -0.144 2.182 2.355
H 0.063 0.432 2.375
H -4.656 1.289 -1.782
H -5.537 -0.213 -1.472
H -5.496 2.343 0.169
H -6.871 1.282 -0.131
H -5.420 1.151 2.267
H -6.081 -0.313 1.546
```

2.
C5H8O2 | wB97M-V/def2-TZVPD

Computed properties:
Kohn-Sham gap (spin up / spin down) = 0.268 / 0.267 hartree
HOMO level (spin up / spin down) = -8.2 / -8.2 eV
DFT total energy = -345.6276 Ha
ΔE to the lowest compared entry with this formula, charge and spin = 4.8261 eV

Geometry as XYZ:
```
15
C5H8O2, DFT wB97M-V/def2-TZVPD
C 1.976 0.872 -0.663
C 0.702 1.248 0.005
C -1.323 -0.064 -0.560
C -0.790 -0.833 0.454
O 0.418 -0.749 0.834
C -1.644 -1.852 1.174
O -2.847 -1.780 1.262
H 2.596 0.244 -0.025
H 2.513 1.799 -0.919
H 1.793 0.349 -1.608
H 0.070 1.935 -0.545
H 0.686 1.393 1.077
H -2.397 0.011 -0.706
H -0.692 0.096 -1.429
H -1.061 -2.668 1.650
```

3.
C80H220N20O20 | wB97M-V/def2-TZVPD

Computed properties:
Kohn-Sham gap = 0.326 hartree
HOMO level = -8.4 eV
DFT total energy = -5779.4009 Ha
ΔE to the lowest compared entry with this formula, charge and spin = 4.9640 eV

Geometry as XYZ:
```
340
C80H220N20O20, DFT wB97M-V/def2-TZVPD
C -9.008 -28.636 19.520
C -10.045 -28.228 18.467
C -11.436 -28.825 18.758
O -11.289 -30.221 18.932
C -12.408 -30.876 19.512
N -10.115 -26.768 18.555
H -8.868 -29.715 19.454
H -9.245 -28.404 20.558
H -8.085 -28.103 19.292
H -9.694 -28.596 17.503
H -12.120 -28.676 17.922
H -11.920 -28.481 19.672
H -12.478 -30.545 20.548
H -12.317 -31.962 19.511
H -13.315 -30.664 18.947
H -9.195 -26.447 18.290
H -10.154 -26.509 19.531
C -7.456 -27.388 26.469
C -8.598 -26.406 26.808
C -8.462 -24.969 26.326
O -7.374 -24.331 26.940
C -7.534 -22.926 26.748
N -9.870 -26.997 26.474
H -6.466 -27.147 26.855
H -7.356 -27.469 25.386
H -7.696 -28.376 26.863
H -8.595 -26.327 27.895
H -9.420 -24.452 26.384
H -8.256 -25.020 25.257
H -7.399 -22.607 25.714
H -6.769 -22.368 27.289
H -8.553 -22.662 27.034
H -10.571 -26.364 26.831
H -9.876 -27.828 27.048
C -7.867 -19.027 20.556
C -7.525 -20.257 21.370
C -8.767 -20.780 22.121
O -8.406 -21.985 22.820
C -9.515 -22.468 23.528
N -6.974 -21.275 20.515
H -8.809 -19.095 20.013
H -7.083 -18.905 19.809
H -7.909 -18.136 21.183
H -6.820 -19.994 22.159
H -9.542 -20.976 21.380
H -9.235 -20.051 22.783
H -9.769 -21.701 24.260
H -9.281 -23.379 24.079
H -10.307 -22.740 22.830
H -7.138 -22.094 21.083
H -5.981 -21.142 20.390
C -14.211 -21.240 15.103
C -14.508 -22.275 16.252
C -13.349 -23.345 16.172
O -13.652 -24.450 16.971
C -12.904 -25.624 16.664
N -14.335 -21.602 17.514
H -14.393 -21.676 14.121
H -13.228 -20.770 15.075
H -14.912 -20.406 15.099
H -15.513 -22.674 16.113
H -12.406 -22.885 16.466
H -13.285 -23.604 15.115
H -13.201 -25.999 15.685
H -13.069 -26.400 17.412
H -11.832 -25.433 16.712
H -14.429 -22.257 18.277
H -13.374 -21.296 17.471
C -15.009 -27.764 20.262
C -16.199 -26.902 19.787
C -17.601 -27.703 19.781
O -17.667 -28.623 18.683
C -18.924 -29.232 18.457
N -16.189 -25.830 20.765
H -14.086 -27.188 20.325
H -14.844 -28.518 19.492
H -15.357 -28.213 21.192
H -16.000 -26.543 18.778
H -18.418 -27.001 19.614
H -17.696 -28.224 20.733
H -19.749 -28.600 18.129
H -19.254 -29.764 19.349
H -18.839 -29.932 17.626
H -16.996 -25.283 20.501
H -16.490 -26.170 21.668
C -12.875 -23.524 25.175
C -12.362 -23.823 26.623
C -11.985 -22.417 27.288
O -10.968 -21.745 26.559
C -10.535 -20.473 26.971
N -13.377 -24.477 27.359
H -13.445 -24.360 24.770
H -12.055 -23.340 24.481
H -13.472 -22.613 25.136
H -11.481 -24.459 26.536
H -11.575 -22.614 28.279
H -12.834 -21.763 27.489
H -11.389 -19.876 27.289
H -10.002 -19.883 26.225
H -9.894 -20.619 27.840
H -14.104 -23.818 27.601
H -13.854 -25.140 26.764
C -16.154 -21.837 25.212
C -16.472 -23.315 25.474
C -16.921 -23.544 26.965
O -15.815 -23.328 27.889
C -16.065 -23.884 29.184
N -17.508 -23.683 24.514
H -16.948 -21.231 25.649
H -16.101 -21.638 24.142
H -15.155 -21.571 25.557
H -15.585 -23.876 25.177
H -17.173 -24.595 27.112
H -17.790 -22.970 27.289
H -16.547 -23.198 29.881
H -15.111 -24.158 29.635
H -16.633 -24.811 29.261
H -17.268 -23.336 23.596
H -18.360 -23.214 24.786
C -9.072 -20.008 15.953
C -8.903 -20.088 17.421
C -10.011 -21.042 17.906
O -11.379 -20.715 17.754
C -11.743 -19.533 18.466
N -7.549 -20.689 17.629
H -10.118 -19.727 15.830
H -8.988 -20.902 15.335
H -8.541 -19.204 15.445
H -9.037 -19.102 17.865
H -9.888 -21.264 18.967
H -9.815 -21.981 17.388
H -12.780 -19.199 18.437
H -11.117 -18.785 17.981
H -11.439 -19.548 19.513
H -7.359 -20.592 18.617
H -7.550 -21.696 17.555
C -14.297 -23.538 11.115
C -14.731 -25.031 11.185
C -15.679 -25.338 12.311
O -15.181 -25.234 13.619
C -16.201 -25.278 14.642
N -15.360 -25.396 9.961
H -13.476 -23.345 10.425
H -13.899 -23.226 12.081
H -15.156 -22.874 11.010
H -13.880 -25.705 11.287
H -16.163 -26.298 12.130
H -16.568 -24.712 12.227
H -17.149 -24.800 14.396
H -15.898 -25.022 15.657
H -16.447 -26.340 14.628
H -15.315 -26.400 9.859
H -14.985 -25.019 9.102
C -10.576 -29.895 23.070
C -10.875 -30.346 24.528
C -9.578 -30.869 25.200
O -9.893 -31.359 26.535
C -8.942 -32.337 27.003
N -11.483 -29.199 25.208
H -10.116 -28.909 23.008
H -11.502 -29.736 22.516
H -9.995 -30.590 22.464
H -11.609 -31.152 24.514
H -8.756 -30.162 25.312
H -9.294 -31.742 24.612
H -9.161 -32.856 27.936
H -7.999 -31.862 27.272
H -8.740 -33.194 26.360
H -10.846 -28.418 25.265
H -11.538 -29.533 26.160
C -16.410 -27.356 27.645
C -15.849 -28.621 27.027
C -14.637 -28.375 26.072
O -15.128 -27.677 24.959
C -14.127 -27.009 24.191
N -15.614 -29.561 28.051
H -16.906 -26.786 26.859
H -15.584 -26.708 27.938
H -17.172 -27.468 28.415
H -16.602 -29.015 26.345
H -14.233 -29.314 25.694
H -13.880 -27.907 26.703
H -13.475 -26.379 24.795
H -14.601 -26.316 23.496
H -13.436 -27.668 23.666
H -14.865 -29.094 28.542
H -15.221 -30.443 27.756
C -1.681 -28.644 26.129
C -1.358 -27.267 25.494
C -2.317 -26.067 25.700
O -3.587 -26.378 25.216
C -4.576 -25.379 25.579
N 0.023 -26.847 25.828
H -2.716 -28.811 25.833
H -1.493 -28.666 27.202
H -1.062 -29.452 25.739
H -1.373 -27.419 24.415
H -1.882 -25.178 25.245
H -2.250 -25.792 26.753
H -4.349 -24.358 25.273
H -4.723 -25.293 26.656
H -5.494 -25.687 25.078
H 0.736 -27.308 25.282
H 0.176 -27.172 26.772
C -19.678 -26.536 23.069
C -18.574 -27.045 23.968
C -18.365 -28.594 23.836
O -19.656 -29.111 24.337
C -20.121 -30.258 23.597
N -17.382 -26.380 23.505
H -19.780 -25.457 23.186
H -20.671 -26.893 23.341
H -19.424 -26.685 22.019
H -18.699 -26.726 25.003
H -17.597 -28.870 24.559
H -17.920 -28.934 22.901
H -20.213 -29.932 22.561
H -21.103 -30.523 23.989
H -19.506 -31.150 23.718
H -16.540 -26.651 23.992
H -17.478 -25.447 23.879
C -6.396 -29.464 23.102
C -4.922 -29.641 23.550
C -4.609 -31.049 24.125
O -5.464 -31.319 25.248
C -5.062 -32.391 26.061
N -4.029 -29.386 22.463
H -7.072 -29.685 23.928
H -6.694 -30.109 22.275
H -6.605 -28.443 22.780
H -4.719 -28.883 24.307
H -3.559 -30.959 24.403
H -4.632 -31.836 23.371
H -5.862 -32.746 26.710
H -4.149 -32.150 26.605
H -4.761 -33.236 25.441
H -4.511 -29.721 21.641
H -3.732 -28.428 22.341
C -14.544 -18.777 20.483
C -14.236 -20.015 21.206
C -14.298 -20.011 22.746
O -13.233 -19.214 23.269
C -12.036 -19.914 23.240
N -15.074 -21.059 20.591
H -15.301 -18.243 21.056
H -15.090 -18.814 19.540
H -13.703 -18.084 20.446
H -13.206 -20.313 21.009
H -14.433 -20.992 23.201
H -15.245 -19.585 23.078
H -11.665 -20.302 22.291
H -12.133 -20.786 23.886
H -11.199 -19.352 23.655
H -14.508 -21.871 20.793
H -14.943 -20.949 19.595
C -6.320 -23.834 17.107
C -7.700 -24.478 17.360
C -8.500 -24.839 16.094
O -8.800 -23.654 15.296
C -9.907 -23.837 14.364
N -7.480 -25.729 18.065
H -6.389 -22.990 16.421
H -5.674 -24.577 16.640
H -5.980 -23.440 18.066
H -8.373 -23.778 17.855
H -9.431 -25.275 16.459
H -8.065 -25.582 15.425
H -9.968 -22.891 13.827
H -10.849 -23.895 14.910
H -9.645 -24.607 13.639
H -6.801 -26.192 17.478
H -6.980 -25.498 18.912
C -3.682 -26.008 19.896
C -3.868 -25.685 21.379
C -5.322 -25.993 21.890
O -6.268 -25.144 21.296
C -7.601 -25.488 21.576
N -2.981 -26.529 22.047
H -2.639 -25.889 19.602
H -4.185 -25.407 19.139
H -3.830 -27.079 19.754
H -3.665 -24.631 21.570
H -5.460 -25.861 22.963
H -5.446 -27.032 21.584
H -7.653 -26.575 21.637
H -8.317 -25.148 20.827
H -7.790 -25.042 22.552
H -3.188 -26.528 23.036
H -2.045 -26.160 21.959
C -11.572 -23.421 19.744
C -12.549 -24.389 20.364
C -12.232 -24.968 21.727
O -10.885 -25.390 21.786
C -10.574 -26.022 23.044
N -13.931 -23.859 20.350
H -11.965 -23.045 18.800
H -10.621 -23.940 19.628
H -11.386 -22.616 20.455
H -12.513 -25.233 19.676
H -12.956 -25.758 21.927
H -12.376 -24.191 22.478
H -10.605 -25.302 23.861
H -9.644 -26.591 23.042
H -11.291 -26.806 23.288
H -14.598 -24.532 20.701
H -14.191 -23.652 19.396
C -17.361 -19.994 16.722
C -18.263 -19.828 15.431
C -19.620 -20.493 15.663
O -20.347 -20.301 14.422
C -21.633 -20.873 14.411
N -18.340 -18.459 15.078
H -17.041 -21.031 16.824
H -17.893 -19.700 17.627
H -16.398 -19.487 16.656
H -17.801 -20.321 14.575
H -20.157 -19.901 16.404
H -19.541 -21.534 15.976
H -21.596 -21.960 14.479
H -22.204 -20.703 13.498
H -22.291 -20.476 15.184
H -18.764 -17.884 15.792
H -19.139 -18.390 14.465
C -18.819 -21.063 22.074
C -18.362 -22.320 21.428
C -18.370 -22.457 19.864
O -18.097 -23.769 19.375
C -17.825 -23.945 17.990
N -17.074 -22.645 21.912
H -19.888 -20.983 21.874
H -18.479 -20.132 21.622
H -18.686 -21.012 23.155
H -18.986 -23.106 21.854
H -17.521 -21.916 19.446
H -19.279 -22.048 19.423
H -17.048 -23.213 17.775
H -18.622 -23.637 17.314
H -17.573 -24.991 17.813
H -16.418 -21.960 21.564
H -16.706 -23.456 21.436
```